(1)
{
  "formula": "C6H6Cl2",
  "method": "the ωB97M-V functional and the def2-TZVPD basis",
  "total_charge": 0,
  "homo_ev": [-7.45, -8.88],
  "lumo_energy_ev": [-0.96, -0.22],
  "homo_lumo_gap_ev": [6.5, 8.7],
  "symbols": ["C", "C", "C", "C", "C", "C", "Cl", "Cl", "H", "H", "H", "H", "H", "H"],
  "positions_angstrom": [[-1.25828, -0.05740, -1.04958], [-1.22077, 0.99191, -0.22517], [-0.26832, -1.03323, -0.59843], [-0.49560, 0.76080, 0.91433], [0.41616, -0.41721, 0.64511], [1.99308, -0.10806, 0.39913], [2.14783, 1.05650, -0.97840], [2.70955, 0.48020, 1.79718], [-1.71321, -0.02380, -2.11007], [-1.93252, 1.73581, -0.38303], [-0.77563, -1.90476, -0.18400], [0.31367, -1.52562, -1.35873], [-0.32046, 1.28430, 1.73808], [0.40449, -1.23945, 1.39358]],
  "forces_ev_per_angstrom": [[0.25, -0.45, -3.83], [-1.48, 0.62, 1.09], [-0.07, -1.74, 0.57], [1.77, -2.60, -2.58], [0.98, -1.69, -0.78], [-3.18, 1.61, -0.98], [0.30, -0.97, 0.57], [0.92, 0.08, 0.91], [0.58, -0.28, 2.07], [-0.72, 1.72, 0.08], [-0.52, -0.25, 0.01], [0.75, 0.41, -0.41], [0.21, 2.60, 3.19], [0.20, 0.94, 0.09]],
  "nbo_charge": [-0.1149, -0.2605, -0.4741, -0.1457, -0.3204, -0.0116, -0.0494, 0.0571, 0.2158, 0.2165, 0.2241, 0.2365, 0.1980, 0.2285]
}


(2)
{
  "formula": "C14H23B2ClF4HfN4O10S",
  "method": "the ωB97M-V functional and the def2-TZVPD basis",
  "total_charge": 2,
  "homo_ev": -15.09,
  "lumo_energy_ev": -7.16,
  "homo_lumo_gap_ev": 7.9,
  "symbols": ["Hf", "C", "C", "N", "O", "B", "F", "F", "O", "N", "C", "C", "C", "N", "O", "B", "F", "F", "O", "N", "C", "C", "C", "H", "H", "H", "H", "H", "H", "H", "H", "H", "H", "H", "H", "O", "Cl", "O", "O", "O", "C", "C", "O", "H", "H", "H", "O", "S", "C", "C", "C", "C", "H", "H", "H", "H", "H", "H", "H", "H"],
  "positions_angstrom": [[0.32255, 0.67271, -0.47948], [-2.67281, -1.84016, -2.91105], [-2.03531, -1.05339, -1.84387], [-0.82436, -0.61026, -1.97179], [-0.25990, -0.80899, -3.15682], [0.76520, 0.16008, -3.39942], [1.57022, 0.10434, -2.04684], [1.63131, -0.19084, -4.33321], [0.25522, 1.53436, -3.49520], [-0.18831, 2.02212, -2.31487], [-1.02457, 2.99109, -2.33234], [-1.64088, 3.48152, -3.60889], [-1.43299, 3.36090, -0.95303], [-0.99672, 2.59121, -0.02819], [-1.40464, 2.77179, 1.24853], [-1.48477, 1.50389, 1.96871], [-1.62929, 1.61365, 3.32212], [0.00896, 0.87893, 1.64679], [-2.31495, 0.40714, 1.37273], [-1.81429, -0.01480, 0.20171], [-2.67232, -0.59296, -0.57171], [-4.08559, -0.82052, -0.19671], [-2.40319, 4.46765, -0.65506], [-3.71656, -2.09644, -2.69526], [-2.63719, -1.25667, -3.86632], [-2.04665, -2.69505, -3.13084], [-1.87757, 2.69102, -4.28851], [-2.50334, 4.10374, -3.34473], [-0.99414, 4.13463, -4.15929], [-4.13887, -1.24201, 0.82707], [-4.58461, 0.16807, -0.29637], [-4.59075, -1.50958, -0.87694], [-2.27052, 5.29554, -1.36867], [-3.40497, 4.07606, -0.78206], [-2.21158, 4.71389, 0.42304], [3.40849, 2.33421, 1.36587], [2.99031, 1.85889, 0.09514], [4.01413, 2.01249, -0.86258], [2.37562, 0.43435, 0.30248], [1.70470, 2.51954, -0.31201], [2.41288, -2.94353, -0.85260], [1.62570, -2.30051, 0.23291], [0.77995, -1.42914, 0.15414], [1.82771, -3.82573, -1.14251], [3.35091, -3.33426, -0.53028], [2.49819, -2.29364, -1.74493], [1.90788, -2.78793, 1.49320], [0.95598, -2.07233, 2.71134], [2.15823, -0.88971, 3.35139], [3.32093, -1.73546, 3.97470], [2.83841, -3.18305, 4.16691], [1.33050, -3.26047, 3.94394], [1.63169, -0.23426, 4.04149], [2.46573, -0.31477, 2.48226], [3.57546, -1.26989, 4.93497], [4.15393, -1.69766, 3.29605], [3.00315, -3.56228, 5.16903], [3.30899, -3.87294, 3.45466], [0.72796, -2.92548, 4.79752], [0.94075, -4.23910, 3.57368]],
  "forces_ev_per_angstrom": [[0.03, 1.60, 1.08], [-0.56, 0.74, -0.87], [0.71, 0.65, 0.15], [-1.59, 0.30, 0.39], [0.09, -1.14, -0.93], [0.87, 0.49, -0.13], [-0.21, 0.34, -0.42], [-0.17, 0.08, -0.47], [0.12, -0.03, -0.27], [0.25, -0.85, 0.18], [0.36, -0.89, -0.65], [-0.32, 1.14, 1.38], [-0.99, 0.72, 0.61], [0.37, -1.26, -0.80], [-0.54, -0.26, 0.64], [0.39, -0.39, 0.78], [0.11, -0.11, -1.86], [-0.25, 0.16, -0.10], [0.40, 1.25, 1.09], [-0.71, -0.03, -0.84], [1.06, -0.74, 0.28], [-0.27, 0.10, -0.10], [1.18, -0.06, 0.51], [0.49, -0.13, -0.07], [-0.10, -0.29, 0.71], [-0.06, -0.46, 0.04], [-0.28, -0.70, -0.14], [-0.05, -0.36, -0.29], [0.73, 0.40, -0.20], [-0.14, 0.62, -0.48], [0.00, -0.61, 0.53], [0.18, 0.13, 0.07], [0.00, -0.13, 0.57], [-0.37, -0.03, 0.12], [-0.55, 0.31, -1.18], [-0.43, -0.56, -0.55], [-0.43, 0.96, 1.80], [-1.04, -1.07, -0.11], [1.48, 0.72, -0.38], [0.39, -0.37, -0.42], [-1.08, 0.25, -0.63], [0.53, -0.02, 0.71], [-0.09, -0.44, -0.20], [-0.07, 0.04, -0.10], [0.72, 0.01, 0.40], [-0.06, -0.23, 0.67], [-0.68, 0.57, -0.30], [0.38, 0.31, -0.56], [0.65, -0.55, -0.30], [-1.10, 0.43, 0.30], [-0.12, -0.58, -0.07], [-0.33, -0.96, -0.21], [-0.21, -0.03, 0.05], [-0.01, 0.29, 0.01], [0.14, -0.15, -0.36], [0.45, 0.04, -0.02], [0.35, -0.01, 0.10], [0.06, 0.27, 0.30], [0.02, -0.10, -0.01], [0.30, 0.63, 0.50]],
  "nbo_charge": [2.3192, -0.6972, 0.2848, -0.2366, -0.5193, 1.2871, -0.5514, -0.4639, -0.5091, -0.2063, 0.2841, -0.6854, 0.2940, -0.2136, -0.5249, 1.3235, -0.4790, -0.5865, -0.5264, -0.2129, 0.2834, -0.6896, -0.6881, 0.2513, 0.2814, 0.2743, 0.2658, 0.2438, 0.2801, 0.2767, 0.2710, 0.2480, 0.2567, 0.2583, 0.2800, -0.7169, 2.5020, -0.6590, -0.9077, -0.8338, -0.7417, 0.9268, -0.6617, 0.2905, 0.2815, 0.2927, -0.6184, 1.2130, -0.5674, -0.4205, -0.4247, -0.5857, 0.2847, 0.2899, 0.2617, 0.2472, 0.2651, 0.2422, 0.2777, 0.2888]
}


(3)
{
  "formula": "C2H7N3S",
  "method": "the ωB97M-V functional and the def2-TZVPD basis",
  "total_charge": 0,
  "homo_ev": -8.56,
  "smiles": "CN(S)/C=N\\N",
  "lumo_energy_ev": 0.79,
  "homo_lumo_gap_ev": 9.4,
  "symbols": ["C", "N", "S", "C", "N", "N", "H", "H", "H", "H", "H", "H", "H"],
  "positions_angstrom": [[1.49235, 0.93495, -0.34310], [0.44337, -0.04759, -0.18217], [1.03195, -1.63185, 0.13541], [-0.61312, 0.34214, 0.62621], [-1.86173, 0.00266, 0.51621], [-2.13439, -0.93175, -0.44448], [2.18689, 0.57457, -1.06991], [1.01449, 1.82764, -0.71982], [1.97389, 1.12724, 0.63176], [1.51527, -1.47059, 1.36563], [-0.44364, 1.03225, 1.45887], [-1.49272, -0.87542, -1.25019], [-3.11260, -0.88425, -0.72442]],
  "forces_ev_per_angstrom": [[-0.53, 0.26, 0.74], [0.30, -1.22, -0.40], [-0.32, -0.18, -0.64], [-2.51, 0.59, 1.09], [1.79, -0.03, -0.11], [-0.09, 0.06, -0.78], [0.58, -0.17, -0.30], [0.11, 0.48, -0.02], [0.13, 0.15, -0.38], [0.16, 0.19, 0.49], [0.32, -0.03, -0.27], [-0.40, -0.14, 0.42], [0.44, 0.06, 0.17]],
  "nbo_charge": [-0.4028, -0.6063, 0.1846, 0.1293, -0.2230, -0.6439, 0.2173, 0.2055, 0.1764, 0.0769, 0.1704, 0.3494, 0.3660]
}


ΔE to the lowest compared entry with this formula, charge and spin, respectively: 355.8, 0.0, 165.8 kJ/mol.